(1)
ORCA calculation (ωB97M-V/def2-TZVPD) on a cluster of 4 separate species, C29H66BN5O15P3S in total at a distorted geometry.

Each line ends with the Löwdin charge.
CARTESIAN COORDINATES (ANGSTROEM)
C -5.432157 -3.515967 0.538600  -0.097
C -6.329542 -2.428776 1.378145  -0.235
N -7.634524 -2.097603 0.686173  -0.134
C -8.596826 -1.398532 1.621504  -0.170
C -9.673311 -2.437243 2.361224  -0.092
N -10.639022 -2.873423 1.264801  -0.016
C -10.563091 -4.283936 0.723365  -0.114
N -9.680880 -5.462084 1.072987  0.070
C -11.709442 -4.325208 -0.448519  -0.372
S -12.142315 -5.791646 -1.534013  0.756
N -12.320875 -2.910924 -0.385810  0.072
B -13.445026 -2.538013 -1.342716  -0.472
O -14.811647 -2.082812 -0.908757  0.067
O -13.130618 -2.590334 -2.812327  0.054
C -11.717305 -1.972984 0.636837  0.004
C -12.047427 -0.422185 1.054416  -0.078
C -12.124029 0.634790 -0.196564  -0.164
N -11.345713 0.628250 -1.327755  0.082
C -7.249594 -1.071397 -0.399175  -0.274
C -7.024832 -1.512877 -1.990808  -0.023
O -7.036138 0.233674 -0.104711  -0.037
H -5.162959 -4.384705 1.276958  0.082
H -5.988897 -3.911872 -0.432186  0.076
H -4.440911 -2.948868 0.191545  0.101
H -5.716528 -1.430865 1.473851  0.132
H -6.588936 -2.778453 2.482037  0.135
H -9.262572 -0.680622 0.939171  0.114
H -8.078127 -0.742703 2.440940  0.146
H -10.300988 -1.889604 3.184826  0.139
H -9.148663 -3.359696 2.864152  0.139
H -9.797654 -6.140171 0.273493  0.078
H -9.988489 -5.934632 1.973269  0.120
H -10.977570 -6.383160 -2.099484  -0.078
H -14.995856 -1.309005 -1.546603  0.139
H -12.183384 -2.208618 -2.842790  0.129
H -13.038153 -0.355341 1.707873  0.148
H -11.182325 -0.024006 1.774064  0.133
H -12.942639 1.497483 -0.127159  0.142
H -10.686936 -0.175328 -1.231513  0.027
H -6.035687 -0.955698 -2.334922  0.109
H -7.923179 -1.099935 -2.626219  0.091
H -6.828453 -2.665652 -2.124120  0.075
O 0.132599 -3.797016 3.278675  -0.244
P -0.060324 -3.633717 1.751044  0.784
O 0.921537 -2.293829 1.709968  -0.271
C 2.189271 -2.277152 2.350667  -0.290
C 3.289670 -2.648716 1.382693  -0.080
O -1.516006 -2.827949 1.884484  -0.228
C -2.378394 -3.166025 2.967403  -0.309
C -2.173723 -2.212664 4.136326  -0.071
O -0.275873 -3.451265 0.044249  -0.250
C 0.280153 -2.449421 -0.785095  -0.288
C 1.468163 -3.036692 -1.530347  -0.079
H 2.228556 -2.931686 3.224261  0.103
H 2.354844 -1.254957 2.709455  0.124
H 3.174422 -3.687555 1.056113  0.072
H 4.272026 -2.545209 1.849778  0.078
H 3.257566 -2.012312 0.493990  0.076
H -2.224461 -4.207991 3.271210  0.105
H -3.411766 -3.093748 2.615660  0.085
H -1.116782 -2.004005 4.329940  0.075
H -2.620266 -2.618102 5.049452  0.079
H -2.641681 -1.247184 3.923195  0.074
H 0.540584 -1.534207 -0.258762  0.113
H -0.482985 -2.171234 -1.516382  0.124
H 2.054619 -3.707454 -0.893515  0.060
H 2.118091 -2.246278 -1.916038  0.082
H 1.127899 -3.640986 -2.375215  0.075
O 10.061996 0.464660 0.494182  -0.245
P 9.041259 -0.663814 0.780859  0.782
O 9.565050 -1.550509 -0.523155  -0.272
C 10.946138 -1.779360 -0.764290  -0.294
C 11.388497 -3.096528 -0.168220  -0.082
O 7.771367 0.106543 0.019280  -0.224
C 7.721409 1.530058 0.062087  -0.302
C 8.343280 2.128422 -1.191869  -0.071
O 7.900808 -1.924639 1.101158  -0.250
C 7.712014 -3.114681 0.360330  -0.289
C 8.388389 -4.260260 1.096414  -0.080
H 11.578926 -0.972231 -0.388462  0.103
H 11.081704 -1.812044 -1.851295  0.122
H 11.314746 -3.063860 0.923850  0.071
H 12.425397 -3.316543 -0.433426  0.080
H 10.756804 -3.915802 -0.522604  0.072
H 8.211426 1.905335 0.968033  0.102
H 6.672122 1.832546 0.127665  0.113
H 9.272081 1.627167 -1.482079  0.072
H 8.553305 3.192981 -1.049797  0.074
H 7.660792 2.022041 -2.040076  0.076
H 8.036716 -3.046875 -0.675255  0.113
H 6.637405 -3.311492 0.328244  0.117
H 9.342178 -3.951568 1.537326  0.060
H 8.558264 -5.109068 0.428142  0.079
H 7.765668 -4.600187 1.927931  0.074
O 5.834384 5.661874 -1.711319  -0.255
P 5.375829 7.099187 -2.059748  0.782
O 6.787214 7.754764 -1.477300  -0.271
C 8.057532 7.225441 -1.829484  -0.294
C 8.642913 7.964566 -3.011404  -0.081
O 4.464249 7.289283 -0.674480  -0.222
C 3.818998 6.142322 -0.127805  -0.305
C 4.669484 5.518150 0.969579  -0.077
O 4.863493 8.705070 -2.449042  -0.245
C 5.575616 9.906796 -2.226772  -0.287
C 6.200109 10.353837 -3.538953  -0.081
H 8.023447 6.154720 -2.042834  0.097
H 8.712955 7.357619 -0.961167  0.123
H 8.032286 7.797689 -3.904941  0.071
H 9.658159 7.620590 -3.223205  0.080
H 8.672216 9.041101 -2.821545  0.073
H 3.590900 5.416330 -0.916853  0.101
H 2.859182 6.458455 0.291260  0.114
H 5.730140 5.468159 0.703760  0.070
H 4.321729 4.506651 1.200912  0.076
H 4.611062 6.119581 1.881405  0.074
H 6.308940 9.844429 -1.426265  0.113
H 4.850265 10.662367 -1.914477  0.127
H 6.584536 9.505161 -4.114603  0.059
H 7.010309 11.067214 -3.364051  0.080
H 5.451792 10.836384 -4.172927  0.075

Atomic forces in eV per Å
C 0.292 0.629 0.137
C 0.923 0.063 0.645
N 0.191 2.348 -0.630
C -1.110 0.772 0.334
C 0.599 0.986 -0.172
N -1.593 -1.374 -1.634
C -4.298 1.379 -3.205
N -2.363 1.914 -0.306
C 3.885 2.626 4.410
S 0.293 1.092 0.797
N 2.057 -0.134 1.827
B -2.485 1.222 -2.696
O 4.383 0.483 -2.122
O 1.266 1.407 4.476
C 1.774 -5.639 -0.667
C 0.115 0.138 0.465
C 1.434 0.119 -3.210
N -2.952 -0.777 5.240
C 1.325 5.606 0.146
C 0.836 0.240 0.919
O -1.700 -8.221 -1.500
H -0.410 1.552 -1.754
H 1.090 0.756 2.323
H -2.104 -1.523 0.767
H -1.086 -1.882 0.077
H 0.549 0.483 -2.423
H 1.514 -1.466 1.665
H -0.863 -1.209 -1.514
H 1.325 -0.939 -1.611
H -1.143 1.709 -1.335
H 0.105 0.992 1.263
H 0.362 0.923 -1.480
H -0.713 1.528 0.904
H -0.026 -1.889 1.130
H -1.952 -1.155 -0.367
H 2.008 -0.419 -1.624
H -1.762 -1.160 -1.621
H 1.906 -2.043 0.040
H -0.332 0.502 -0.146
H -2.252 -1.046 0.776
H 1.754 -0.967 1.335
H -0.790 2.365 0.336
O 0.323 -4.241 -2.177
P -1.115 9.505 1.214
O 0.644 -0.896 -0.288
C 0.561 0.385 0.295
C 0.087 -0.078 -0.213
O -0.455 -1.708 -0.624
C 0.019 0.036 0.566
C -0.055 0.267 0.077
O -0.654 -2.898 2.031
C 1.229 0.054 -0.676
C 0.172 -0.031 -0.370
H -0.251 0.046 -0.096
H -0.179 -0.080 -0.073
H 0.077 0.042 0.040
H -0.062 0.006 0.000
H 0.059 -0.047 0.114
H 0.045 0.268 0.033
H 0.107 0.077 -0.192
H -0.141 -0.302 -0.072
H 0.038 0.050 -0.090
H -0.022 -0.083 0.012
H -0.029 -0.314 0.256
H -0.328 -0.336 0.193
H -0.094 0.350 -0.011
H -0.006 -0.112 0.009
H 0.017 0.057 0.040
O -0.013 -1.054 4.653
P -2.291 -0.106 -9.396
O 0.657 -0.517 0.828
C 0.447 -0.135 -0.455
C -0.029 -0.201 0.140
O -0.197 -0.084 1.902
C 0.191 0.601 -0.177
C -0.038 0.013 -0.291
O 1.134 2.395 2.174
C 0.606 -1.140 0.149
C -0.047 -0.380 0.133
H -0.265 0.061 -0.005
H -0.166 0.067 0.094
H 0.083 -0.030 -0.071
H -0.052 0.048 0.016
H 0.103 0.069 0.016
H -0.005 -0.068 -0.277
H 0.012 -0.239 -0.022
H -0.068 0.071 0.313
H -0.066 -0.108 -0.025
H 0.001 0.072 0.102
H 0.172 0.283 0.222
H -0.109 0.407 0.264
H -0.154 -0.033 -0.325
H 0.022 0.022 0.100
H 0.023 0.009 -0.059
O -1.893 0.054 -4.368
P 2.999 3.046 8.687
O 0.291 -0.117 -1.128
C 0.628 -0.045 0.188
C -0.007 0.157 -0.190
O -1.101 -0.215 -1.523
C 0.021 -0.494 0.276
C 0.108 0.057 0.267
O -1.224 -3.073 -1.262
C 0.895 0.648 -0.781
C 0.052 0.315 -0.255
H -0.224 0.086 0.112
H -0.200 0.022 0.003
H 0.109 -0.006 0.022
H -0.066 -0.014 0.025
H 0.040 -0.121 -0.021
H 0.164 0.099 0.209
H 0.118 0.205 -0.089
H -0.240 -0.072 -0.204
H 0.019 0.107 -0.007
H -0.060 -0.062 -0.062
H -0.099 -0.365 -0.139
H -0.378 -0.346 -0.039
H 0.060 0.160 0.312
H -0.047 -0.049 -0.082
H 0.048 -0.011 0.055

Computed properties:
E_tot = -3993.3823 hartree
Total charge = +1
HOMO energy = -10.79 eV
Frontier orbital gap = 6.675 eV



(2)
ORCA calculation (ωB97M-V/def2-TZVPD) on a cluster of 2 separate species, C4H13N3 in total at a distorted geometry.

Each line ends with the Löwdin charge.
CARTESIAN COORDINATES (ANGSTROEM)
H -0.838886 -0.971952 0.165026  0.026
N -1.876445 -1.395612 0.128100  0.000
N -2.638390 -1.023091 0.995902  -0.202
N -2.364841 0.052860 1.760047  0.021
H -1.444403 0.490611 1.723372  0.072
H -2.942090 0.165559 2.577558  0.082
C 1.136024 -0.522492 -1.775889  -0.095
C 1.167963 0.418206 -0.584802  -0.437
C 1.143920 -0.463775 0.815676  -0.086
C 0.051401 1.444825 -0.622575  -0.110
H 1.203106 0.044559 -2.705232  0.077
H 1.977157 -1.212471 -1.744163  0.076
H 0.212575 -1.098977 -1.794306  0.070
H 2.128656 0.937671 -0.548843  0.121
H 0.560888 -1.359767 1.018968  0.053
H 1.073508 0.242851 1.642791  0.062
H 2.147427 -0.882424 0.867647  0.061
H 0.088188 2.098574 0.249390  0.073
H 0.141667 2.066163 -1.515207  0.078
H -0.927425 0.968681 -0.653460  0.056

Atomic forces in eV per Å
H -2.943 -0.262 -0.041
N 3.190 -0.396 -0.816
N -1.348 0.786 0.782
N 0.519 0.129 0.035
H -0.146 -0.245 0.059
H 0.103 -0.116 -0.164
C 0.131 0.221 -0.068
C -0.607 -1.640 1.809
C 1.723 1.289 -1.155
C 0.046 0.049 -0.089
H -0.026 -0.034 -0.087
H 0.022 -0.107 -0.018
H -0.070 -0.058 -0.051
H -0.044 -0.047 0.036
H -0.555 0.301 -0.498
H -0.201 -0.113 0.159
H 0.331 0.095 0.127
H -0.011 0.066 0.031
H -0.026 0.050 0.005
H -0.086 0.030 -0.055

Computed properties:
E_tot = -324.3752 hartree
Energy relative to the best compared isomer or geometry (same formula, charge and spin) = 2.7135 eV
Structure (SMILES) = [H]/N=N\N.CC(C)C
HOMO energy = -9.04 eV
Frontier orbital gap = 9.997 eV



(3)
ORCA calculation (ωB97M-V/def2-TZVPD) on a structure of composition C24H32IN3Pb at a distorted geometry.

Each line ends with the Löwdin charge.
CARTESIAN COORDINATES (ANGSTROEM)
C 2.251325 1.220408 1.869069  -0.213
C 2.034892 -1.858342 1.946366  -0.209
H 3.325042 1.442556 1.908660  -0.033
H 1.846965 0.809476 2.798708  -0.002
H 1.716505 2.136235 1.572348  -0.032
H 2.141951 -2.857832 1.487657  -0.034
H 2.920833 -1.584001 2.522293  -0.009
H 1.095490 -1.808618 2.507622  -0.026
C 1.809862 2.353917 -1.989143  -0.093
C 1.870385 3.139281 -3.142718  -0.030
C 1.800524 2.513460 -4.387620  -0.031
C 1.693545 1.122092 -4.455098  0.010
H 1.867991 2.775729 -0.979117  0.122
H 1.963477 4.216456 -3.027242  0.114
H 1.840985 3.086989 -5.312609  0.116
H 1.644702 0.578981 -5.398555  0.106
N 1.689641 1.020552 -2.064787  0.004
C 1.645719 0.384263 -3.265065  -0.196
C 1.538463 -1.090601 -3.261484  -0.205
N 1.634590 -1.729430 -2.060773  -0.003
C 1.503748 -3.061728 -1.976264  -0.112
C 1.146734 -3.206497 -4.352687  -0.027
C 1.241384 -3.842187 -3.106185  -0.022
H 1.631813 -3.499412 -0.978640  0.119
H 1.117650 -4.907609 -2.977327  0.110
C 1.305057 -1.824893 -4.433662  0.007
H 1.238298 -1.278906 -5.376205  0.107
H 0.961122 -3.776758 -5.257440  0.115
Pb 1.925365 -0.343687 0.005734  0.921
I 4.835391 -0.391577 -0.320538  0.003
C -1.379426 -0.030037 5.324134  -0.061
C -1.328473 0.641767 3.984548  -0.288
C -1.539826 2.015821 3.877719  -0.031
C -1.482238 2.669005 2.642089  -0.288
C -1.720777 4.156015 2.554792  -0.066
C -1.260935 1.925311 1.487968  -0.011
C -1.086850 0.506110 1.535061  -0.379
C -1.130289 -0.101829 2.826126  -0.012
N -0.860088 -0.199361 0.392860  -0.041
C -1.905250 -1.051723 -0.202146  -0.660
C -1.642966 -2.508049 0.154444  -0.059
C -3.321459 -0.693015 0.267829  -0.048
C -1.857934 -0.897575 -1.722984  -0.059
H -0.630029 0.402858 5.997315  0.079
H -2.361057 0.096152 5.802165  0.081
H -1.178473 -1.101495 5.221971  0.072
H -1.702948 2.604679 4.776569  0.115
H -2.723642 4.425056 2.930164  0.081
H -0.984155 4.697140 3.169692  0.078
H -1.629094 4.493711 1.510548  0.070
H -1.207716 2.415719 0.511166  0.107
H -0.973049 -1.179193 2.891632  0.093
H -1.673665 -2.665006 1.238626  0.075
H -2.399365 -3.147024 -0.317887  0.080
H -0.657335 -2.821606 -0.196469  0.049
H -3.554025 0.352304 0.049168  0.084
H -4.048266 -1.317625 -0.265110  0.079
H -3.457975 -0.856182 1.341013  0.080
H -1.902553 0.163471 -1.990266  0.081
H -0.929952 -1.309391 -2.117720  0.045
H -2.709657 -1.424299 -2.170314  0.079

Atomic forces in eV per Å
C -0.304 1.252 -1.500
C -0.333 -1.205 -1.646
H -0.262 -0.408 -0.120
H -0.071 -0.248 -0.539
H 0.112 -0.210 0.476
H 0.074 0.264 0.569
H -0.107 0.235 -0.377
H 0.258 0.305 -0.346
C -0.043 -0.605 -0.453
C -0.087 -0.183 0.217
C 0.030 -0.262 0.135
C -0.042 -0.153 0.497
H -0.051 -0.149 -0.422
H -0.012 -0.223 -0.201
H -0.006 -0.056 0.279
H 0.089 0.525 0.194
N 0.174 -0.309 -0.611
C 0.071 1.385 0.531
C -0.176 -1.461 0.719
N -0.048 0.306 -0.792
C 0.085 0.481 -0.487
C 0.120 0.012 0.509
C 0.083 0.665 0.003
H -0.136 0.200 -0.423
H 0.012 -0.017 -0.180
C 0.089 0.355 0.461
H -0.057 -0.541 0.251
H -0.014 0.019 0.161
Pb -0.910 0.091 4.171
I -0.218 -0.081 -0.435
C 0.048 -0.092 0.282
C -0.397 0.101 -0.367
C 0.349 0.116 -0.143
C -0.235 -0.223 -0.079
C 0.060 0.187 0.054
C 0.251 -0.740 0.254
C -0.117 0.747 1.249
C 0.121 0.401 -0.628
N 0.976 -0.054 -1.706
C 0.758 0.170 0.500
C -0.288 -0.506 -0.025
C -0.057 0.121 0.004
C -0.230 0.110 0.031
H -0.111 -0.124 -0.034
H 0.213 -0.046 -0.123
H -0.038 0.163 0.106
H -0.037 -0.041 -0.009
H 0.364 -0.095 -0.184
H -0.227 -0.066 -0.222
H -0.065 -0.015 0.399
H -0.063 -0.191 0.244
H -0.079 0.218 -0.009
H -0.058 0.062 -0.175
H 0.094 -0.167 0.096
H 0.035 0.048 -0.019
H 0.052 -0.012 0.039
H 0.090 0.051 0.083
H 0.097 0.045 -0.105
H -0.056 -0.133 0.042
H 0.038 -0.052 -0.059
H 0.189 0.028 -0.136

Computed properties:
E_tot = -1588.4101 hartree
HOMO energy (spin up / spin down) = -6.37 / -6.37 eV
Frontier orbital gap (spin up / spin down) = 5.128 / 5.129 eV